1.
C6H11NO | ωB97M-V/def2-TZVPD

Atoms and positions in Å:
O: 0.62 -1.45 1.23
N: 2.18 0.00 0.88
C: -1.18 0.11 -0.76
C: -2.79 -1.56 -1.31
C: -1.94 -1.14 -0.43
C: -0.30 0.56 0.37
C: 2.68 1.37 0.68
C: 0.87 -0.32 0.82
H: -3.38 -2.49 -1.21
H: 2.28 1.83 -0.18
H: -1.76 0.91 -1.16
H: 3.81 1.40 0.58
H: -1.00 0.50 1.25
H: -0.06 1.63 0.23
H: 2.46 2.09 1.46
H: -0.58 -0.09 -1.69
H: -1.80 -1.60 0.44
H: 2.88 -0.78 1.07
H: -2.98 -0.99 -2.28

ΔE to the lowest compared entry with this formula, charge and spin in eV: 1.883
Lowest unoccupied orbital energy in Eh: 0.031
SMILES string: C=CCCC(=O)NC
Energy in hartree: -365.1623
Maximum force in eV Å⁻¹: 4.23
HOMO level in eV: -9.2
Orbital gap in eV: 10.094
Net charge: 0
Molar mass in g/mol: 113.16

=====

2.
C6H11NO | ωB97M-V/def2-TZVPD

Atoms and positions in Å:
O: -3.20 -0.13 -0.36
N: 1.54 -1.39 0.45
C: -0.65 -0.39 -0.40
C: 0.13 1.69 0.08
C: 0.95 -0.57 -0.60
C: -0.82 0.65 0.73
C: 1.48 0.96 -0.29
C: -2.02 -0.41 0.29
H: 1.28 -1.20 -1.34
H: 2.57 -1.39 0.14
H: -2.12 -0.95 1.15
H: -0.55 0.30 1.81
H: 1.22 -2.40 0.14
H: -0.69 0.31 -1.25
H: 2.46 1.53 -0.78
H: -0.15 1.77 -1.02
H: -3.57 -1.08 -0.40
H: 1.88 0.21 0.82
H: 0.23 2.49 0.82

ΔE to the lowest compared entry with this formula, charge and spin in eV: 8.681
Lowest unoccupied orbital energy in Eh: 0.026
Energy in hartree: -364.9124
Maximum force in eV Å⁻¹: 5.59
HOMO level in eV: -8.7
Orbital gap in eV: 9.361
Net charge: 0
Molar mass in g/mol: 113.16

=====

3.
C6H11NO | ωB97M-V/def2-TZVPD

Atoms and positions in Å:
O: -1.16 -0.10 2.94
N: 0.35 0.51 1.39
C: 1.07 -1.27 -1.84
C: -2.05 -0.08 0.75
C: 0.73 0.36 0.09
C: 1.04 1.62 -0.66
C: -0.84 0.04 1.64
C: 0.75 -0.90 -0.43
H: 0.73 -1.74 0.26
H: 0.83 1.55 -1.74
H: -2.95 0.21 1.29
H: -1.97 0.57 -0.12
H: 2.15 -1.40 -1.97
H: -2.15 -1.12 0.43
H: 0.72 -0.53 -2.56
H: -0.38 0.17 3.45
H: 0.44 2.46 -0.29
H: 2.10 1.88 -0.54
H: 0.59 -2.22 -2.10

ΔE to the lowest compared entry with this formula, charge and spin in eV: 1.264
Lowest unoccupied orbital energy in Eh: 0.034
SMILES string: C/C=C(C)/N=C(\C)O
Energy in hartree: -365.1850
Maximum force in eV Å⁻¹: 3.04
HOMO level in eV: -8.1
Orbital gap in eV: 9.012
Net charge: 0
Molar mass in g/mol: 113.16

=====

4.
C6H11NO | ωB97M-V/def2-TZVPD

Atoms and positions in Å:
O: 1.70 -0.32 1.22
N: -0.92 -0.74 -0.79
C: -0.68 0.68 -0.49
C: -1.20 -0.89 0.83
C: 0.38 -1.40 -0.73
C: 0.81 1.04 -0.59
C: -1.59 0.59 0.64
C: 1.45 -0.22 -0.25
H: 2.44 -0.36 -0.49
H: 1.39 1.98 -0.07
H: 0.04 -1.17 1.17
H: -2.69 0.84 0.08
H: 1.66 1.59 1.68
H: -1.69 1.37 1.59
H: 0.58 -1.42 -1.80
H: 0.42 -2.25 -0.27
H: 0.89 1.31 -1.72
H: -1.83 -1.93 1.27
H: -1.18 1.31 -1.27

ΔE to the lowest compared entry with this formula, charge and spin in eV: 11.807
Lowest unoccupied orbital energy in Eh: -0.078
Energy in hartree: -364.7976
Maximum force in eV Å⁻¹: 9.37
HOMO level in eV: -8.8
Orbital gap in eV: 6.628
Net charge: 0
Molar mass in g/mol: 113.16

=====

5.
C6H11NO | ωB97M-V/def2-TZVPD

Atoms and positions in Å:
O: 2.08 -0.77 3.11
N: -0.25 -0.50 -0.65
C: 0.92 -1.35 -0.41
C: 0.13 1.84 -0.23
C: 2.31 0.26 3.09
C: -1.33 0.55 1.29
C: -0.70 -0.53 -2.05
C: -0.42 0.66 0.09
H: -0.05 2.73 0.36
H: -1.60 0.08 -2.18
H: 0.08 -0.16 -2.72
H: -0.95 -1.56 -2.34
H: 1.25 -1.29 0.63
H: -1.79 1.51 1.54
H: 0.77 1.94 -1.10
H: -2.15 -0.15 1.08
H: 0.68 -2.40 -0.62
H: 1.76 -1.05 -1.05
H: -0.78 0.18 2.16

ΔE to the lowest compared entry with this formula, charge and spin in eV: 2.404
Lowest unoccupied orbital energy in Eh: 0.037
Energy in hartree: -365.1431
Maximum force in eV Å⁻¹: 10.81
HOMO level in eV: -8.2
Orbital gap in eV: 9.187
Net charge: 0
Molar mass in g/mol: 113.16

=====

6.
C6H11NO | ωB97M-V/def2-TZVPD

Atoms and positions in Å:
O: -2.52 -0.44 -0.02
N: -0.11 -0.81 -0.98
C: -0.28 0.30 0.13
C: 0.26 -0.77 1.09
C: -1.72 0.68 0.00
C: 1.08 -1.07 -0.22
C: 1.97 0.16 -0.32
C: 0.92 1.25 0.00
H: 0.51 1.73 -0.95
H: -0.88 -1.44 -0.78
H: 2.26 0.19 -1.33
H: 1.01 1.96 0.75
H: -1.87 1.25 -0.89
H: -3.24 -0.27 -1.03
H: 1.55 -2.09 -0.14
H: 2.78 0.07 0.42
H: -2.05 1.24 0.93
H: 0.79 -0.35 1.92
H: -0.44 -1.57 1.44

ΔE to the lowest compared entry with this formula, charge and spin in eV: 4.379
Lowest unoccupied orbital energy in Eh: 0.014
Energy in hartree: -365.0705
Maximum force in eV Å⁻¹: 7.08
HOMO level in eV: -8.6
Orbital gap in eV: 8.949
Net charge: 0
Molar mass in g/mol: 113.16

=====

7.
C6H11NO2 | ωB97M-V/def2-TZVPD

Atoms and positions in Å:
O: -1.64 0.41 1.40
O: 2.55 0.90 0.22
N: 0.46 -1.19 1.46
C: 1.21 0.81 0.24
C: 0.38 -0.46 0.21
C: 0.56 -1.33 -1.03
C: -0.86 0.54 0.24
C: -1.79 0.55 -0.96
C: 0.18 1.65 0.27
H: -1.06 0.03 2.07
H: 0.55 -0.73 -1.94
H: 2.82 1.83 0.26
H: 1.43 -1.44 1.65
H: 1.52 -1.84 -0.97
H: -2.54 1.32 -0.80
H: -2.30 -0.41 -1.05
H: -1.25 0.77 -1.87
H: -0.08 -2.05 1.39
H: -0.23 -2.07 -1.09
H: 0.08 2.72 0.31

ΔE to the lowest compared entry with this formula, charge and spin in eV: 1.863
Lowest unoccupied orbital energy in Eh: 0.025
SMILES string: C[C@]1(O)C=C(O)[C@@]1(C)N
Energy in hartree: -440.4188
Maximum force in eV Å⁻¹: 0.59
HOMO level in eV: -8.9
Orbital gap in eV: 9.599
Net charge: 0
Molar mass in g/mol: 129.16

=====

8.
C6H11NO2 | ωB97M-V/def2-TZVPD

Atoms and positions in Å:
O: -0.25 1.12 0.04
O: -0.07 -1.09 0.31
N: 1.58 0.79 -1.97
C: -0.27 0.58 1.58
C: 0.68 -0.08 -1.83
C: 0.79 0.88 2.33
C: -1.67 0.42 2.03
C: 0.59 -1.27 -2.72
C: -0.36 -0.02 -0.70
H: 1.49 1.53 -1.26
H: -2.06 -0.55 1.72
H: 0.87 -1.27 0.38
H: -1.73 0.49 3.12
H: -1.38 -0.25 -1.05
H: -0.35 -1.25 -3.27
H: 0.64 1.23 3.34
H: 1.42 -1.26 -3.43
H: 1.77 1.02 1.90
H: 0.60 -2.20 -2.14
H: -2.31 1.18 1.59

ΔE to the lowest compared entry with this formula, charge and spin in eV: 3.615
Lowest unoccupied orbital energy in Eh: 0.030
SMILES string: [H]/N=C(/C)[C@@H](O)OC(=C)C
Energy in hartree: -440.3544
Maximum force in eV Å⁻¹: 3.51
HOMO level in eV: -9.3
Orbital gap in eV: 10.073
Net charge: 0
Molar mass in g/mol: 129.16

=====

9.
C6H11NO2 | ωB97M-V/def2-TZVPD

Atoms and positions in Å:
O: -1.74 0.54 0.74
O: 0.33 0.81 -1.84
N: -0.17 -1.51 0.50
C: 2.10 -0.27 0.33
C: 0.29 1.08 1.57
C: -0.43 -1.21 -1.04
C: -0.57 0.73 0.40
C: -0.60 0.12 -1.12
C: 0.58 -0.30 0.89
H: 2.75 -0.70 1.24
H: -1.38 -1.73 -1.19
H: 0.22 -1.73 -1.93
H: -1.66 0.54 -1.45
H: 0.71 -2.16 0.69
H: 2.00 -1.05 -0.56
H: 0.41 0.31 -2.65
H: -0.31 1.40 2.44
H: 2.54 0.76 0.11
H: -2.19 1.47 0.74
H: 1.10 1.67 1.66

ΔE to the lowest compared entry with this formula, charge and spin in eV: 9.094
Lowest unoccupied orbital energy in Eh: 0.029
SMILES string: C[C@]12C[C@@]1(O)[C@@H](O)CN2
Energy in hartree: -440.1530
Maximum force in eV Å⁻¹: 10.39
HOMO level in eV: -7.3
Orbital gap in eV: 8.085
Net charge: 0
Molar mass in g/mol: 129.16

=====

10.
C6H11NO2 | ωB97M-V/def2-TZVPD

Atoms and positions in Å:
O: -0.55 -2.81 1.33
O: -1.18 -0.38 -1.58
N: -0.83 -0.60 1.04
C: -0.12 1.66 1.32
C: -0.58 0.66 0.57
C: -0.09 -1.63 0.89
C: 1.38 -1.66 0.59
C: 0.15 1.63 -1.69
C: -0.94 0.85 -0.96
H: 1.58 -2.39 -0.19
H: -0.02 2.66 0.94
H: -1.48 -2.71 1.59
H: -0.12 1.72 -2.74
H: -0.40 -0.98 -1.42
H: -1.90 1.39 -0.99
H: 1.10 1.11 -1.62
H: 0.08 1.51 2.37
H: 1.73 -0.67 0.29
H: 1.92 -1.97 1.49
H: 0.26 2.62 -1.27

ΔE to the lowest compared entry with this formula, charge and spin in eV: 1.718
Lowest unoccupied orbital energy in Eh: 0.028
SMILES string: C=C(/N=C(\C)O)[C@@H](C)O
Energy in hartree: -440.4241
Maximum force in eV Å⁻¹: 2.03
HOMO level in eV: -8.6
Orbital gap in eV: 9.368
Net charge: 0
Molar mass in g/mol: 129.16

=====

11.
C6H11NO2 | ωB97M-V/def2-TZVPD

Atoms and positions in Å:
O: 1.03 0.05 0.74
O: 1.31 1.32 -1.10
N: -1.94 -2.05 -0.49
C: -0.08 -1.35 -2.04
C: -1.40 1.10 1.41
C: 0.59 0.83 -0.27
C: -1.02 -1.67 -1.19
C: 2.42 -0.28 0.75
C: -0.85 1.34 0.01
H: -1.50 0.87 -0.74
H: -0.09 -0.43 -2.57
H: -1.16 0.10 1.77
H: -0.99 1.81 2.11
H: 2.87 0.04 -0.19
H: -2.48 1.19 1.40
H: -1.89 -2.02 0.54
H: 0.62 -2.10 -2.38
H: 2.89 0.21 1.61
H: 2.50 -1.36 0.86
H: -0.84 2.41 -0.22

ΔE to the lowest compared entry with this formula, charge and spin in eV: 2.355
Lowest unoccupied orbital energy in Eh: 0.031
SMILES string: CCC(=O)OC.C=C=N
Energy in hartree: -440.4007
Maximum force in eV Å⁻¹: 2.42
HOMO level in eV: -9.0
Orbital gap in eV: 9.891
Net charge: 0
Molar mass in g/mol: 129.16

=====

12.
C6H11NO2 | ωB97M-V/def2-TZVPD

Atoms and positions in Å:
O: 2.33 -1.19 -0.51
O: 0.20 -1.70 1.15
N: -1.47 -1.13 -1.89
C: -0.57 1.73 -0.31
C: -0.17 -0.69 0.28
C: 1.29 -0.91 -1.36
C: -0.66 0.95 2.10
C: -0.69 -1.19 -0.95
C: -0.30 0.63 0.67
H: 1.40 0.09 -1.75
H: -1.15 -0.87 -2.83
H: 1.16 -1.67 -2.14
H: -0.79 0.07 2.74
H: -0.29 1.49 -1.33
H: -1.64 2.00 -0.33
H: -1.61 1.50 2.16
H: -0.03 2.64 -0.02
H: 2.18 -2.06 -0.10
H: 0.69 -1.26 1.87
H: 0.11 1.58 2.56

ΔE to the lowest compared entry with this formula, charge and spin in eV: 5.932
Lowest unoccupied orbital energy in Eh: 0.011
Energy in hartree: -440.2693
Maximum force in eV Å⁻¹: 4.14
HOMO level in eV: -6.6
Orbital gap in eV: 6.889
Net charge: 0
Molar mass in g/mol: 129.16

=====

13.
C6H11NO2S | ωB97M-V/def2-TZVPD

Atoms and positions in Å:
S: 2.28 -0.80 -0.18
O: 3.09 -1.96 0.12
O: 0.00 1.03 0.24
N: 0.73 -1.13 0.18
C: -2.47 -0.35 1.28
C: 3.58 1.54 0.06
C: -0.17 -0.20 0.21
C: -2.18 -0.63 -1.22
C: 2.55 2.27 0.14
C: -1.57 -0.85 0.16
H: -3.10 -1.20 -1.30
H: 1.49 1.82 0.15
H: -3.42 -0.87 1.23
H: -1.50 -0.97 -2.00
H: -2.64 0.72 1.18
H: 2.47 3.35 0.21
H: 4.55 1.12 0.02
H: 2.13 -0.84 -1.62
H: -2.01 -0.54 2.25
H: -1.39 -1.92 0.29
H: -2.40 0.42 -1.38

ΔE to the lowest compared entry with this formula, charge and spin in eV: 4.858
Lowest unoccupied orbital energy (alpha / beta) in Eh: -0.062 / -0.062
Energy in hartree: -838.4455
Maximum force in eV Å⁻¹: 2.41
HOMO level (alpha / beta) in eV: -8.8 / -8.8
Orbital gap (alpha / beta) in eV: 7.087 / 7.075
Net charge: 0
Molar mass in g/mol: 161.23

=====

14.
C6H11NO3S | ωB97M-V/def2-TZVPD

Atoms and positions in Å:
S: -0.93 1.57 -0.83
O: 0.86 -1.68 0.20
O: -0.81 2.24 0.46
O: 1.35 0.24 -0.97
N: 0.42 -0.81 -0.56
C: -0.50 -1.07 -1.67
C: -3.07 -0.45 0.77
C: 2.23 0.82 1.24
C: -0.94 -0.26 -0.49
C: -1.80 -0.78 0.58
C: 2.51 0.30 -0.16
H: -1.28 -1.46 1.25
H: -2.33 1.52 -1.07
H: -0.28 -0.56 -2.59
H: -3.59 0.22 0.11
H: 1.73 0.04 1.82
H: 2.97 -0.69 -0.13
H: 1.59 1.70 1.20
H: -3.63 -0.84 1.60
H: 3.15 0.99 -0.73
H: -0.83 -2.10 -1.75
H: 3.17 1.07 1.73

ΔE to the lowest compared entry with this formula, charge and spin in eV: 7.281
Lowest unoccupied orbital energy in Eh: 0.016
Energy in hartree: -913.6379
Maximum force in eV Å⁻¹: 1.93
HOMO level in eV: -9.1
Orbital gap in eV: 9.558
Net charge: 0
Molar mass in g/mol: 177.23

=====

15.
C6H11NO3S | ωB97M-V/def2-TZVPD

Atoms and positions in Å:
S: 0.07 0.95 0.84
O: 1.62 2.31 -0.38
O: -1.47 0.83 0.30
O: 0.46 3.37 -1.90
N: 1.05 2.21 -1.46
C: -0.69 0.20 -0.61
C: -0.04 -0.13 2.31
C: 0.83 1.11 -2.17
C: 0.61 -1.49 2.14
C: -1.71 -2.10 -0.92
C: -0.73 -1.24 -0.56
H: 0.01 -2.27 1.69
H: 0.14 1.29 -2.97
H: 0.92 4.10 -1.59
H: -1.07 -0.18 2.54
H: 0.99 -1.93 3.02
H: 0.27 -1.62 -0.71
H: 0.51 0.51 3.03
H: 1.04 0.11 -2.02
H: -2.81 -1.83 -1.03
H: 1.46 -1.14 1.44
H: -1.48 -3.07 -1.00

ΔE to the lowest compared entry with this formula, charge and spin in eV: 11.092
Lowest unoccupied orbital energy in Eh: 0.009
Energy in hartree: -913.4979
Maximum force in eV Å⁻¹: 4.72
HOMO level in eV: -6.7
Orbital gap in eV: 6.927
Net charge: 0
Molar mass in g/mol: 177.23

=====

16.
C6H11NO6PS2 | ωB97M-V/def2-TZVPD

Atoms and positions in Å:
S: 0.09 1.82 -1.74
S: 1.28 -0.66 -2.44
P: 0.68 -1.81 -0.71
O: 1.75 -2.90 -0.34
O: 0.45 3.15 -1.04
O: 0.19 -0.86 -3.52
O: -0.50 -1.35 2.29
O: -0.83 1.07 -0.78
O: 2.60 -1.26 -2.95
N: 1.57 1.01 -2.09
C: 0.18 2.86 -4.42
C: -1.93 -0.76 4.10
C: 0.39 -1.82 4.44
C: 1.18 3.42 -5.09
C: -0.87 2.31 -3.29
C: -0.66 -1.32 3.49
H: -1.69 0.10 4.73
H: -0.56 -2.49 -0.97
H: -2.43 -1.54 4.68
H: 0.00 -2.64 5.04
H: -2.60 -0.44 3.30
H: 0.53 -0.97 0.44
H: 2.25 3.74 -5.42
H: 1.25 -2.19 3.86
H: 0.73 -1.01 5.09
H: -1.59 3.16 -2.98
H: -1.46 1.42 -3.74

Lowest unoccupied orbital energy in Eh: 0.096
Energy in hartree: -1878.9996
Maximum force in eV Å⁻¹: 7.16
HOMO level in eV: -6.1
Orbital gap in eV: 8.734
Net charge: -1
Molar mass in g/mol: 288.26

=====

17.
C6H11NOS | ωB97M-V/def2-TZVPD

Atoms and positions in Å:
S: 2.12 -0.61 -0.06
O: 3.07 0.11 -0.90
N: 3.26 -1.13 1.10
C: -3.47 -1.07 -0.21
C: -1.00 -0.49 -0.30
C: 0.87 2.48 0.42
C: -2.29 -0.14 -0.12
C: -0.08 0.46 -0.69
C: 0.19 1.76 -0.49
H: 3.14 -1.66 1.95
H: 2.02 -1.90 -0.76
H: 1.10 3.57 0.31
H: -3.00 -2.05 0.28
H: -1.01 -1.61 -0.39
H: -0.05 2.23 -1.48
H: 4.18 -0.69 0.95
H: -2.43 0.86 0.07
H: -3.64 -1.15 -1.31
H: 1.24 1.87 1.18
H: -4.23 -0.82 0.46

ΔE to the lowest compared entry with this formula, charge and spin in eV: 7.519
Lowest unoccupied orbital energy (alpha / beta) in Eh: -0.022 / -0.013
Energy in hartree: -763.1302
Maximum force in eV Å⁻¹: 4.46
HOMO level (alpha / beta) in eV: -7.2 / -7.2
Orbital gap (alpha / beta) in eV: 6.569 / 6.860
Net charge: 0
Molar mass in g/mol: 145.23

=====

18.
C6H11NS | ωB97M-V/def2-TZVPD

Atoms and positions in Å:
S: 0.65 -1.45 -2.16
N: 1.26 -0.54 0.60
C: -0.18 -0.66 0.27
C: -0.49 -1.75 -0.75
C: 0.63 0.48 -0.25
C: 0.86 0.27 -1.73
C: -1.18 -0.50 1.41
C: 0.38 1.84 0.31
H: 0.20 1.93 1.36
H: 0.24 1.09 -2.26
H: -2.20 -0.40 1.00
H: -1.52 -1.74 -1.07
H: -0.52 2.27 -0.13
H: 1.88 0.54 -1.98
H: 1.30 -0.09 1.54
H: 1.22 2.52 -0.02
H: -0.99 0.34 2.10
H: -1.20 -1.41 2.04
H: -0.33 -2.73 -0.29

ΔE to the lowest compared entry with this formula, charge and spin in eV: 0.653
Lowest unoccupied orbital energy in Eh: 0.032
SMILES string: C[C@@]12CSC[C@]1(C)N2
Energy in hartree: -688.1252
Maximum force in eV Å⁻¹: 2.88
HOMO level in eV: -8.4
Orbital gap in eV: 9.253
Net charge: 0
Molar mass in g/mol: 129.23

=====

19.
C6H11NSi | ωB97M-V/def2-TZVPD

Atoms and positions in Å:
Si: -0.07 0.09 0.22
N: 0.78 1.51 1.50
C: -2.71 -0.63 -0.30
C: 0.84 -1.53 0.30
C: 1.12 1.69 -1.92
C: -1.91 0.05 0.52
C: 0.16 0.92 -1.45
C: 1.75 -1.78 1.22
H: -2.21 0.18 1.58
H: -2.26 -0.89 -1.31
H: -3.81 -0.82 -0.28
H: 0.85 -2.28 -0.53
H: 1.87 -1.24 2.13
H: 1.83 1.42 1.50
H: 2.62 -2.51 1.04
H: 2.01 1.93 -1.37
H: 1.06 1.78 -2.99
H: 0.59 2.53 1.21
H: -0.67 0.64 -2.13

ΔE to the lowest compared entry with this formula, charge and spin in eV: 2.274
Lowest unoccupied orbital energy in Eh: 0.033
SMILES string: C=C[Si](N)(C=C)C=C
Energy in hartree: -579.3654
Maximum force in eV Å⁻¹: 4.35
HOMO level in eV: -8.8
Orbital gap in eV: 9.741
Net charge: 0
Molar mass in g/mol: 125.25

=====

20.
C6H11O2P | ωB97M-V/def2-TZVPD

Atoms and positions in Å:
P: 0.98 0.16 0.59
O: 1.07 -0.72 -0.75
O: 2.20 0.97 0.86
C: 2.24 -0.79 -1.59
C: 0.28 -1.06 1.79
C: -1.68 -0.23 0.70
C: -0.73 0.84 0.34
C: -1.01 -1.14 1.66
C: -1.00 1.58 -0.99
H: 3.10 -0.63 -0.84
H: -0.72 1.55 1.12
H: -1.58 -1.79 2.21
H: -0.95 0.96 -1.89
H: 2.12 -1.72 -2.14
H: -0.37 2.43 -1.06
H: -1.80 -0.93 -0.31
H: 1.90 -0.05 -2.31
H: 0.75 -1.56 2.50
H: -2.72 0.12 1.02
H: -2.07 2.01 -0.91

ΔE to the lowest compared entry with this formula, charge and spin in eV: 0.000
Lowest unoccupied orbital energy in Eh: 0.033
SMILES string: CO[P@]1(=O)C=CC[C@@H]1C
Energy in hartree: -727.0388
Maximum force in eV Å⁻¹: 4.20
HOMO level in eV: -9.7
Orbital gap in eV: 10.611
Net charge: 0
Molar mass in g/mol: 146.13